Formula: C18H48Be3N4O8
Source: OMol25
Level of theory: ωB97M-V/def2-TZVPD

Positions of all 81 atoms, in Å:
1 Be 0.58511 2.00774 2.61670
2 Be 1.78580 7.73041 -2.99309
3 Be 6.05284 0.91818 -4.59081
4 C 1.64047 2.62650 -2.36971
5 O 2.22633 3.14464 -3.30946
6 O 0.89174 3.33244 -1.68957
7 O 2.02818 1.52778 -1.91954
8 C -3.35119 1.64986 -7.72808
9 C -4.72203 0.92466 -7.91913
10 C -5.62563 1.57578 -9.04227
11 O -4.87969 1.54898 -10.21913
12 C -5.55105 1.94584 -11.44204
13 N -4.60716 -0.48192 -8.04935
14 H -2.67687 1.82143 -8.56710
15 H -2.64489 1.08462 -7.12000
16 H -3.40819 2.57083 -7.14786
17 H -5.18519 1.06080 -6.94187
18 H -5.83318 2.61130 -8.77259
19 H -6.56048 1.02955 -9.16791
20 H -5.69467 3.02491 -11.49754
21 H -6.56574 1.56564 -11.56008
22 H -5.15976 1.53725 -12.37373
23 H -5.57611 -0.76011 -8.11142
24 H -4.23222 -0.78598 -8.93651
25 C -1.43847 -4.48554 0.59892
26 C -0.03086 -4.89138 1.01942
27 C 0.80848 -5.71433 0.00724
28 O 2.09361 -5.81223 0.51793
29 C 2.80574 -6.97709 0.06459
30 N 0.70252 -3.61593 1.30514
31 H -1.44604 -3.94932 -0.35002
32 H -1.87477 -3.87809 1.39186
33 H -2.27382 -5.18376 0.54626
34 H -0.05248 -5.32486 2.01930
35 H 0.58786 -5.46473 -1.03061
36 H 0.29171 -6.66514 0.13761
37 H 2.29652 -7.87456 0.41582
38 H 3.72323 -7.07924 0.64413
39 H 3.06506 -7.05670 -0.99112
40 H 1.08511 -3.16679 0.48537
41 H 1.57615 -4.05558 1.55732
42 C -5.41133 1.21551 6.36141
43 C -4.65446 0.83680 5.08631
44 C -5.26761 1.51072 3.81770
45 O -4.37273 1.43736 2.72305
46 C -4.97662 1.78176 1.45323
47 N -3.32482 1.37570 5.32834
48 H -6.41340 0.78794 6.32734
49 H -5.82604 2.22339 6.37836
50 H -4.83445 1.15000 7.28392
51 H -4.67668 -0.24740 4.97619
52 H -5.39493 2.55722 4.09472
53 H -6.28103 1.20432 3.55848
54 H -4.26506 1.89140 0.63485
55 H -5.62332 2.65593 1.52889
56 H -5.59964 0.95585 1.10999
57 H -3.52222 2.29962 5.68541
58 H -3.02113 0.79406 6.09617
59 C 7.04156 3.64018 4.58856
60 C 5.87130 2.59481 4.60498
61 C 4.98453 2.80232 5.84164
62 O 3.96754 1.81381 5.63834
63 C 4.04130 0.75742 6.58048
64 N 5.07237 2.89917 3.42074
65 H 7.54450 3.65571 5.55547
66 H 6.52249 4.59660 4.52597
67 H 7.86015 3.63912 3.86884
68 H 6.15593 1.54355 4.56095
69 H 4.49281 3.76848 5.72831
70 H 5.51293 2.78533 6.79485
71 H 3.84627 1.09002 7.60001
72 H 5.05849 0.40404 6.41150
73 H 3.35811 -0.02846 6.25842
74 H 5.62627 2.66108 2.61043
75 H 4.97302 3.90305 3.37111
76 C 8.03456 -3.16613 0.19019
77 O 7.17068 -2.69901 -0.74804
78 H 8.78685 -2.42523 0.46082
79 H 7.61632 -3.75038 1.00984
80 H 8.73242 -3.83093 -0.31885
81 H 6.33893 -3.10059 -0.48624

Output
E_HOMO, eV: -15.99
DFT total energy, eV: -42923.996
Charge: +4
ΔE to the lowest compared entry with this formula, charge and spin, kJ/mol: 1625.3
Orbital gap, Ha: 0.044
Max |F|, hartree/bohr: 0.0672

---

Formula: C18H48Br6O16P4
Source: OMol25
Level of theory: ωB97M-V/def2-TZVPD

Positions of all 92 atoms, in Å:
1 Br 6.36226 -8.69516 15.70487
2 C 7.80464 -7.51403 15.04585
3 C 8.99557 -7.71574 15.97721
4 Br 10.48852 -6.77525 15.14556
5 H 7.40275 -6.50086 15.03814
6 H 8.02871 -7.80384 14.01925
7 H 9.47906 -8.68426 16.10488
8 H 8.84198 -7.26591 16.95811
9 Br -5.32015 -3.55242 19.39730
10 C -4.81698 -2.45321 17.85606
11 C -3.56481 -1.58191 18.19564
12 Br -2.95968 -0.81381 16.50365
13 H -5.70161 -1.90757 17.52772
14 H -4.58736 -3.31304 17.22672
15 H -2.78461 -2.17527 18.67241
16 H -3.82014 -0.79675 18.90728
17 Br 0.87148 -3.20908 6.83453
18 C -0.10979 -1.98504 7.94972
19 C -0.99043 -1.03318 7.09447
20 Br -2.24851 -2.13935 5.96006
21 H 0.64887 -1.40268 8.47259
22 H -0.66090 -2.54648 8.70415
23 H -0.33974 -0.41288 6.47809
24 H -1.50723 -0.29285 7.70516
25 C 2.06397 -5.52266 19.02799
26 O 1.13566 -6.28689 18.28563
27 P 0.00284 -7.03001 19.16287
28 O -0.35924 -6.27875 20.38020
29 O 0.79796 -8.41168 19.32525
30 C 0.30833 -9.40926 20.13963
31 O -1.09635 -7.46417 18.07434
32 C -2.38538 -8.01190 18.49677
33 H 3.05698 -5.90571 18.79281
34 H 1.95657 -5.65280 20.10485
35 H 2.01640 -4.48315 18.70357
36 H 0.17658 -8.99154 21.13776
37 H 1.04465 -10.20965 20.21239
38 H -0.67246 -9.85464 19.97295
39 H -3.21093 -7.43565 18.07903
40 H -2.59633 -8.03551 19.56590
41 H -2.34011 -9.01304 18.06808
42 C 7.17258 6.22086 8.79666
43 O 5.89027 5.74116 9.22818
44 P 5.39957 4.28421 8.58093
45 O 5.82707 3.01851 9.18680
46 O 5.95909 4.47004 7.04866
47 C 5.43834 3.72325 5.93208
48 O 3.80484 4.57132 8.50262
49 C 2.86294 3.63291 8.85915
50 H 7.01837 6.67370 7.81724
51 H 8.01547 5.53041 8.82724
52 H 7.51091 7.00514 9.47382
53 H 5.46206 4.24639 4.97612
54 H 4.38453 3.57393 6.16727
55 H 5.86233 2.75684 5.65939
56 H 1.96003 4.17516 9.13988
57 H 3.21436 3.03730 9.70169
58 H 2.48640 3.01391 8.04480
59 C 4.97583 0.83334 14.11811
60 O 4.63806 -0.44752 14.60218
61 P 4.09230 -1.55291 13.50624
62 O 3.25130 -1.05497 12.37018
63 O 5.43057 -2.33150 13.09313
64 C 6.07447 -1.85380 11.90807
65 O 3.21099 -2.48008 14.47945
66 C 1.84694 -2.66456 14.36796
67 H 5.27592 0.75741 13.07299
68 H 5.75959 1.31900 14.69945
69 H 4.08137 1.45595 14.13798
70 H 6.06090 -0.76885 11.80409
71 H 5.67040 -2.40006 11.05576
72 H 7.14162 -2.05747 11.81961
73 H 1.27479 -2.63269 15.29517
74 H 1.66769 -3.73843 14.31533
75 H 1.26615 -2.21920 13.56023
76 C 7.53178 11.74993 11.66836
77 O 8.16986 11.03432 12.64193
78 P 7.13648 10.59263 13.88481
79 O 5.69691 10.66990 13.56622
80 O 7.63649 9.09995 14.18152
81 C 6.78991 8.00676 14.32758
82 O 7.74007 11.28927 15.19501
83 C 7.00500 11.53908 16.36332
84 H 7.56138 12.82546 11.84286
85 H 6.57911 11.25340 11.48406
86 H 8.06961 11.70894 10.72117
87 H 5.77120 8.38902 14.39247
88 H 7.05092 7.36264 15.16727
89 H 6.91335 7.47528 13.38398
90 H 7.11933 12.52506 16.81373
91 H 7.23792 10.92172 17.23091
92 H 5.96903 11.30784 16.11554

Output
E_HOMO, eV: -9.89
DFT total energy, eV: -509620.396
Charge: 0
ΔE to the lowest compared entry with this formula, charge and spin, kJ/mol: 445.8
SMILES string: COP(=O)(OC)OC.COP(=O)(OC)OC.COP(=O)(OC)OC.COP(=O)(OC)OC.BrCCBr.BrCCBr.BrCCBr
Orbital gap, Ha: 0.374
Max |F|, hartree/bohr: 0.0835

---

Formula: C18H48Br9N9O8P2
Source: OMol25
Level of theory: ωB97M-V/def2-TZVPD

Positions of all 94 atoms, in Å:
1 C 3.94350 -5.54326 -1.33412
2 N 4.20498 -4.10619 -1.74956
3 O 5.32513 -3.72176 -1.65293
4 O 3.21490 -3.52425 -2.24239
5 H 3.10809 -5.55957 -0.63419
6 H 4.67141 -5.95139 -0.63291
7 H 3.79414 -6.24483 -2.15484
8 C 0.67784 -1.14163 -1.36086
9 N -0.50665 -1.59775 -0.58044
10 O -0.36129 -2.35259 0.35078
11 O -1.59339 -1.26803 -0.98536
12 H 1.15037 -0.42315 -0.69109
13 H 0.39035 -0.71333 -2.32108
14 H 1.27906 -2.02627 -1.57074
15 C -5.06519 -0.99398 -1.78009
16 N -5.63573 0.35704 -2.01440
17 O -5.82578 0.87363 -3.17194
18 O -5.77849 1.00996 -0.93370
19 H -4.22514 -0.77002 -1.12262
20 H -4.80046 -1.20667 -2.81584
21 H -5.75610 -1.66041 -1.26374
22 O -2.77943 4.26793 -5.20115
23 P -3.14434 4.28575 -3.72848
24 N -4.80025 4.18253 -3.52349
25 C -5.54969 4.79486 -2.36773
26 C -5.61092 3.73792 -4.61156
27 N -2.67063 5.61987 -2.70735
28 C -1.32881 5.67286 -2.25873
29 C -3.25717 7.00975 -2.92351
30 N -2.69211 2.80948 -2.96343
31 C -2.25092 1.65786 -3.73657
32 C -2.80587 2.54044 -1.51245
33 H -6.27617 4.07872 -1.98371
34 H -6.14491 5.64691 -2.69611
35 H -4.92099 4.98632 -1.49814
36 H -5.13608 3.14662 -5.39450
37 H -5.98723 4.69243 -4.97951
38 H -6.39506 3.08693 -4.22499
39 H -1.35726 6.29131 -1.36162
40 H -0.79903 4.72376 -2.17722
41 H -0.73444 6.26778 -2.95219
42 H -4.26472 6.94338 -3.33404
43 H -3.38040 7.39253 -1.91040
44 H -2.61889 7.66832 -3.51257
45 H -3.09764 1.02272 -3.99687
46 H -1.77123 1.94558 -4.67209
47 H -1.61328 1.09928 -3.05137
48 H -3.04853 1.51332 -1.23998
49 H -3.61550 3.09501 -1.03806
50 H -1.82533 2.80038 -1.11357
51 O 3.44734 -5.39278 3.13085
52 P 3.38405 -3.99862 3.68898
53 N 3.85318 -2.83482 2.55835
54 C 4.53464 -1.56090 2.81150
55 C 3.41280 -3.04645 1.19154
56 N 4.37213 -3.83941 5.06979
57 C 4.01036 -4.52691 6.37669
58 C 5.84572 -3.75183 4.81760
59 N 1.80199 -3.49310 4.17895
60 C 0.73529 -4.49194 4.26646
61 C 1.61448 -2.18432 4.88754
62 H 4.68550 -1.49613 3.88906
63 H 3.99266 -0.74681 2.33024
64 H 5.56801 -1.49875 2.47034
65 H 3.65716 -4.07606 0.93025
66 H 3.88914 -2.52086 0.36393
67 H 2.34723 -2.94408 0.98610
68 H 3.13365 -5.15442 6.21636
69 H 4.65355 -5.36741 6.63738
70 H 4.01027 -3.84111 7.22391
71 H 5.91894 -3.10484 3.94344
72 H 6.44569 -3.28282 5.59745
73 H 6.16497 -4.74150 4.49090
74 H -0.24951 -4.12709 4.55828
75 H 0.58110 -5.01364 3.32193
76 H 1.08245 -5.17798 5.03907
77 H 2.30784 -1.41786 4.54129
78 H 1.85414 -2.28285 5.94630
79 H 0.62840 -1.72252 4.93754
80 C 2.12524 2.14272 1.39115
81 Br 0.78859 3.30903 0.49875
82 Br 3.37478 1.33120 0.06239
83 Br 1.31013 0.72776 2.64010
84 H 2.76466 2.78351 1.99831
85 C -2.85969 -1.19230 2.18534
86 Br -2.79905 0.77848 1.99729
87 Br -4.80196 -1.63805 2.38820
88 Br -1.94716 -1.87327 3.84116
89 H -2.43051 -1.57639 1.25994
90 C 2.97628 3.25309 -3.45442
91 Br 1.90887 1.59270 -3.45865
92 Br 2.34275 4.46200 -1.94699
93 Br 3.22474 4.14931 -5.24465
94 H 4.00444 2.97193 -3.22650

Output
E_HOMO (alpha / beta), eV: -2.05 / -5.73
DFT total energy, eV: -698186.767
Charge: -1
ΔE to the lowest compared entry with this formula, charge and spin, kJ/mol: 75.2
Orbital gap (alpha / beta), Ha: 0.130 / 0.265
2S+1: 2
⟨S²⟩: 0.755
Max |F|, hartree/bohr: 0.0861